[1]
The following is a DFT calculation (the ωB97M-V functional and the def2-TZVPD basis) of one molecule with the formula C3H7NO2S at a distorted geometry.

Energy relative to the best compared isomer or geometry (same formula, charge and spin): 58.2 kcal per mole
Charge: 0
Total energy: -19643.079 eV
SMILES: O/C=N\CCSO
E_HOMO: -9.3 eV
Molecular weight: 121.161 g/mol
Strongest force on any atom: 5.6 eV/A

Each line ends with the Mulliken charge.
Cartesian coordinates (Å):
S 1.9140 -0.3116 0.7044  0.007
O -0.9744 -1.6481 0.6071  -0.544
O 1.8881 -1.4771 -0.4944  -0.448
N -1.5193 0.3684 -0.3741  -0.456
C 0.9827 1.0010 -0.2495  -0.549
C -0.4409 1.2079 0.2656  -0.568
C -1.6799 -0.8541 -0.1894  0.122
H -0.3000 -1.2949 1.0821  0.266
H 1.5581 1.9749 -0.0583  0.329
H 0.9667 0.8182 -1.3091  0.356
H 1.0949 -1.9671 -0.4372  0.375
H -0.6760 2.2010 -0.1090  0.374
H -2.4582 -1.2536 -0.8189  0.412
H -0.3560 1.2351 1.3806  0.324

=====

[2]
The following is a DFT calculation (the ωB97M-V functional and the def2-TZVPD basis) of one molecule with the formula C3H7NO2S at a distorted geometry.

Energy relative to the best compared isomer or geometry (same formula, charge and spin): 113.5 kcal per mole
Charge: 0
Total energy: -19640.682 eV
E_HOMO (spin up / spin down): -8.6 / -8.7 eV
Molecular weight: 121.161 g/mol
Strongest force on any atom: 4.2 eV/A

Each line ends with the Mulliken charge.
Cartesian coordinates (Å):
S -0.6906 1.1020 0.0176  1.156
O -0.4360 1.0900 1.4553  -0.695
O -1.9155 1.5509 -0.5387  -0.641
N 0.5905 1.8992 -0.6538  -0.495
C 0.1883 -1.6179 1.1320  -0.739
C 0.6846 -1.2882 -0.2568  -0.277
C -0.5130 -0.5731 -0.7068  -0.603
H 1.4644 -0.5996 -0.1436  0.219
H 0.0838 -0.7187 1.6948  0.476
H -0.3735 -2.4789 1.2826  0.328
H 0.1797 2.5517 -1.2559  0.256
H 1.3267 2.1765 -0.0520  0.263
H -1.4051 -0.9765 -1.0472  0.471
H 0.8157 -2.1174 -0.9276  0.281

=====

[3]
The following is a DFT calculation (the ωB97M-V functional and the def2-TZVPD basis) of one molecule with the formula C3H7NO2S at a distorted geometry.

Energy relative to the best compared isomer or geometry (same formula, charge and spin): 61.3 kcal per mole
Charge: 0
Total energy: -19642.945 eV
SMILES: O=C(CCO)NS
E_HOMO: -9.3 eV
Molecular weight: 121.161 g/mol
Strongest force on any atom: 6.6 eV/A

Each line ends with the Mulliken charge.
Cartesian coordinates (Å):
S -1.7613 1.3835 -0.8811  -0.245
O -0.9584 -2.0804 0.5715  -0.667
O 1.5663 0.5022 -0.9154  -0.520
N -1.7950 -0.3615 -0.5828  -0.219
C -0.0050 0.0907 1.0207  -0.426
C -0.9901 -0.8458 0.3032  0.536
C 1.3461 -0.0276 0.4795  -0.645
H -0.0099 -0.0369 2.0918  0.366
H 2.1619 0.4090 1.0488  0.442
H 2.5506 0.2645 -1.0083  0.309
H 1.5371 -1.0461 0.5283  0.389
H -0.3275 1.1547 0.7393  0.191
H -2.4179 -0.9004 -1.2546  0.294
H -0.8970 1.4942 -2.1409  0.196

=====

[4]
The following is a DFT calculation (the ωB97M-V functional and the def2-TZVPD basis) of one molecule with the formula C3H7NO2S at a distorted geometry.

Energy relative to the best compared isomer or geometry (same formula, charge and spin): 99.1 kcal per mole
Charge: 0
Total energy: -19641.306 eV
SMILES: CONC(=S)CO
E_HOMO: -8.7 eV
Molecular weight: 121.161 g/mol
Strongest force on any atom: 5.1 eV/A

Each line ends with the Mulliken charge.
Cartesian coordinates (Å):
S 1.1063 1.1634 2.7199  -0.340
O -0.1855 0.5916 -0.9473  -0.288
O 1.8319 -0.7257 -0.3240  -0.562
N -0.2883 0.9817 0.3819  -0.186
C 1.0700 -0.8773 0.8875  -0.388
C 0.6536 0.5301 1.3620  0.208
C -1.4392 0.0603 -1.4289  -0.437
H -2.2546 0.8437 -1.5590  0.250
H 1.1288 -0.5471 -1.0477  0.405
H -1.0289 -0.5008 -2.3877  0.226
H -0.4653 2.0073 0.4071  0.245
H -1.8553 -0.7039 -0.6020  0.239
H 0.1615 -1.4580 0.8458  0.211
H 1.5651 -1.3654 1.6924  0.416